2 unconnected molecules or ions with the total composition C8H12N4 at a distorted geometry, computed with wB97M-V/def2-TZVPD.

Its max |F| is 5.93 eV/Å. As for the relative energy (zero: lowest compared OMol25 entry of this formula, charge and spin): 558.9 kJ/mol. The net charge is +2. The value obtained for the HOMO energy is -16.579 eV.

Geometry (Å):
C 3.52278 -0.84710 2.23221
C 2.51334 -1.85752 2.46957
C 3.12382 0.38605 1.53266
C 1.34125 -1.78478 1.87367
C 1.90728 0.47922 0.93620
C 0.95603 -0.62980 1.04956
C -2.70473 0.39157 -2.98262
C -1.34109 2.02785 -0.53184
N -1.78555 0.34710 -2.06051
N -0.14877 -0.46160 0.47206
N -3.61510 -0.52777 -3.00169
N -1.02958 0.89491 -1.24704
H 4.51845 -0.96603 2.42593
H 2.81952 -2.66520 3.05826
H 3.88555 1.04506 1.56748
H 0.57788 -2.55930 1.95513
H 1.40752 1.24193 0.33748
H -2.67891 0.96903 -3.81268
H -1.07245 2.87409 -1.19650
H -0.76315 2.03332 0.46981
H -2.46331 2.19455 -0.28040
H -0.84663 -1.20575 0.69927
H -4.13228 -0.54986 -3.85493
H -3.99187 -0.82999 -2.11108